Entry 1:
Molecular formula: C3H6N2O
Method: DFT, ωB97M-V/def2-TZVPD

XYZ file:
```
12
Properties=species:S:1:pos:R:3
O -2.28 -0.79 0.11
N -2.04 0.41 -0.36
N 0.62 -0.99 -0.47
C 1.67 0.07 -0.06
C -0.85 0.96 -0.02
C 0.32 0.11 0.59
H 2.05 0.72 -0.77
H 0.04 -0.24 1.61
H 2.50 -0.40 0.53
H -0.68 1.98 -0.31
H -1.49 -1.26 0.59
H 0.13 -0.58 -1.44
```

Computed properties:
Energy relative to the best compared isomer or geometry (same formula, charge and spin) in kJ/mol: 505.1
Molar mass in u: 86.1
Total energy in eV: -8231.464
2S+1: 1
Orbital gap in eV: 10.4
LUMO level in eV: 1.00
HOMO in eV: -9.445

=====

Entry 2:
Molecular formula: C8H13N2
Method: DFT, ωB97M-V/def2-TZVPD

XYZ file:
```
23
Properties=species:S:1:pos:R:3
N -2.27 1.05 0.11
N -0.09 0.42 0.28
C -1.66 -1.31 -0.23
C 1.87 -0.81 0.65
C -2.78 -0.31 -0.08
C 0.88 -1.68 -0.13
C 1.95 1.34 -0.73
C -0.40 -0.93 -0.04
C 1.35 0.62 0.48
C -1.01 1.35 0.32
H -3.42 -0.33 -0.96
H 0.79 -2.69 0.28
H -1.92 -2.32 -0.47
H 1.18 -1.78 -1.17
H -3.40 -0.58 0.79
H 1.86 0.74 -1.63
H 3.01 1.54 -0.54
H 2.89 -0.91 0.27
H 1.88 -1.09 1.70
H 1.51 1.22 1.38
H 1.46 2.30 -0.89
H -0.73 2.38 0.52
H -2.96 1.79 0.10
```

Computed properties:
Energy relative to the best compared isomer or geometry (same formula, charge and spin) in kJ/mol: 30.0
Molar mass in u: 137.2
Total energy in eV: -11481.177
2S+1: 1
Net charge: +1
Orbital gap in eV: 9.3
LUMO level in eV: -3.60
HOMO in eV: -12.877

=====

Entry 3:
Molecular formula: C35H37CaF5OP2Te
Method: DFT, ωB97M-V/def2-TZVPD

XYZ file:
```
82
Properties=species:S:1:pos:R:3
Te 1.30 -1.08 3.91
Ca 1.43 -1.06 0.64
P -0.25 -2.30 -1.82
P 2.39 0.28 -2.24
F -0.28 -2.14 4.14
F 1.92 -2.49 2.35
F 0.50 0.12 5.22
F 1.96 -2.23 5.43
F 1.28 -2.61 -1.29
O 0.49 -0.24 2.41
C 0.34 -4.55 -3.46
C -1.00 -4.89 -5.46
C -3.07 -2.79 1.72
C 3.48 1.44 -6.67
C -3.63 1.47 3.62
C -1.43 -2.98 -4.08
C 1.27 2.86 -1.59
C -3.14 -3.72 0.68
C 2.52 4.49 -0.28
C -2.55 1.28 6.63
C 3.62 1.89 -4.29
C -0.42 -3.39 -3.19
C 0.02 -5.31 -4.60
C 1.36 4.11 -0.97
C -1.68 3.18 3.94
C 2.94 0.70 -3.99
C 3.28 0.18 1.63
C -2.12 -1.76 1.68
C -1.35 -2.57 -0.46
C -1.77 3.31 5.26
C -2.23 -3.67 -0.38
C -2.56 2.42 2.98
C -1.37 -1.57 0.53
C 2.37 2.00 -1.56
C 2.81 0.24 -6.39
C -0.34 -0.60 -2.23
C -1.74 -3.73 -5.21
C -2.79 2.74 6.20
C 2.55 -0.13 -5.07
C 3.88 2.27 -5.61
C 3.57 2.42 -0.95
C 3.63 3.62 -0.26
C -3.10 0.30 4.36
C 0.65 0.18 -2.73
C -2.44 0.27 5.53
H 3.21 1.09 1.03
H 3.27 0.52 2.68
H -3.38 0.99 7.31
H -1.36 -0.21 -2.23
H -4.19 1.05 2.76
H 0.58 -6.23 -4.81
H -1.87 -0.61 5.78
H 2.57 5.45 0.24
H -3.92 -4.48 0.67
H -1.93 1.80 2.31
H 0.35 2.58 -2.10
H -0.91 3.76 3.41
H 4.38 3.22 -5.81
H -1.65 1.22 7.25
H -3.81 2.82 5.80
H -3.29 -0.66 3.83
H -1.01 3.92 5.77
H 0.52 4.80 -1.04
H 4.46 1.77 -1.01
H -2.75 3.35 7.11
H 1.99 -1.04 -4.86
H -1.23 -5.48 -6.35
H 3.67 1.74 -7.70
H 3.91 2.57 -3.48
H -1.95 -1.08 2.52
H -2.22 -4.44 -1.16
H 4.53 3.90 0.29
H 0.42 0.96 -3.49
H -3.75 -2.85 2.56
H -2.54 -3.39 -5.85
H 4.27 -0.27 1.45
H -1.99 -2.07 -3.86
H -3.07 3.14 2.30
H -0.86 -0.59 0.38
H 1.14 -4.88 -2.79
H -4.35 2.06 4.21
H 2.49 -0.41 -7.21
```

Computed properties:
Energy relative to the best compared isomer or geometry (same formula, charge and spin) in kJ/mol: 0.0
Molar mass in u: 798.3
Total energy in eV: -96836.253
2S+1: 1
Orbital gap in eV: 3.2
LUMO level in eV: -2.54
HOMO in eV: -5.734